*i*
This record from OMol25 describes a 10-piece molecular cluster, C40H110N10O10 overall. The level of theory is ωB97M-V/def2-TZVPD.

Summary:
* highest occupied orbital energy: -8.32 eV
* frontier orbital gap: 8.88 eV
* structure (SMILES): COC[C@H](C)N.COC[C@H](C)N.COC[C@H](C)N.COC[C@H](C)N.COC[C@H](C)N.COC[C@H](C)N.COC[C@H](C)N.COC[C@H](C)N.COC[C@H](C)N.COC[C@H](C)N

Bonds (Å) are listed after each position.
Atoms and positions in Å:
1 C -2.781 -2.077 -3.508  O2 1.386, H7 1.134, H8 1.107, H9 1.131
2 O -2.204 -0.818 -3.467  C1 1.386, C3 1.454
3 C -1.442 -0.453 -4.649  O2 1.454, C4 1.553, H10 1.078, H11 1.134
4 C -2.265 -0.217 -5.945  C3 1.553, C5 1.488, N6 1.424, H12 1.096
5 C -1.402 -0.088 -7.150  C4 1.488, H13 1.090, H14 1.050, H15 1.063
6 N -3.140 0.904 -5.856  C4 1.424, H16 1.030, H17 1.008
7 H -2.793 -2.518 -2.464  C1 1.134
8 H -2.216 -2.756 -4.174  C1 1.107
9 H -3.868 -2.127 -3.817  C1 1.131
10 H -0.972 0.442 -4.276  C3 1.078
11 H -0.654 -1.254 -4.807  C3 1.134
12 H -2.864 -1.121 -6.102  C4 1.096
13 H -0.721 0.761 -7.084  C5 1.090
14 H -2.023 -0.037 -7.995  C5 1.050
15 H -0.783 -0.937 -7.311  C5 1.063
16 H -4.047 0.673 -5.427  N6 1.030
17 H -2.707 1.609 -5.280  N6 1.008
18 C -4.493 -5.865 2.364  O19 1.421, H24 1.076, H25 1.067, H26 1.107
19 O -3.983 -5.082 1.294  C18 1.421, C20 1.390
20 C -2.734 -5.517 0.865  O19 1.390, C21 1.529, H27 1.106, H28 1.131
21 C -2.245 -4.492 -0.157  C20 1.529, C22 1.518, N23 1.499, H29 1.091
22 C -0.758 -4.621 -0.438  C21 1.518, H30 1.048, H31 1.085, H32 1.109
23 N -2.642 -3.081 0.159  C21 1.499, H33 1.049, H34 1.016
24 H -4.646 -6.846 1.949  C18 1.076
25 H -5.410 -5.466 2.737  C18 1.067
26 H -3.757 -6.143 3.142  C18 1.107
27 H -2.068 -5.494 1.747  C20 1.106
28 H -2.841 -6.534 0.380  C20 1.131
29 H -2.753 -4.768 -1.083  C21 1.091
30 H -0.417 -4.084 -1.270  C22 1.048
31 H -0.447 -5.660 -0.488  C22 1.085
32 H -0.207 -4.153 0.404  C22 1.109
33 H -3.676 -3.143 0.325  N23 1.049
34 H -2.189 -2.740 1.002  N23 1.016
35 C 2.558 3.913 2.995  O36 1.399, H41 1.090, H42 1.079, H43 1.102
36 O 3.548 3.002 3.379  C35 1.399, C37 1.392
37 C 3.050 2.184 4.389  O36 1.392, C38 1.462, H44 1.096, H45 1.091
38 C 3.995 1.103 4.665  C37 1.462, C39 1.491, N40 1.490, H46 1.077
39 C 5.191 1.596 5.407  C38 1.491, H47 1.084, H48 1.116, H49 1.121
40 N 4.349 0.366 3.420  C38 1.490, H50 1.003, H51 1.010
41 H 1.653 3.363 2.738  C35 1.090
42 H 2.873 4.387 2.079  C35 1.079
43 H 2.301 4.715 3.707  C35 1.102
44 H 2.842 2.770 5.291  C37 1.096
45 H 2.081 1.805 4.061  C37 1.091
46 H 3.548 0.340 5.280  C38 1.077
47 H 5.698 2.267 4.723  C39 1.084
48 H 5.886 0.755 5.644  C39 1.116
49 H 4.950 2.212 6.311  C39 1.121
50 H 4.635 0.998 2.696  N40 1.003
51 H 3.485 -0.053 3.108  N40 1.010
52 C -6.946 -0.899 -4.484  O53 1.404, H58 1.087, H59 1.125, H60 1.122
53 O -6.459 -1.133 -3.188  C52 1.404, C54 1.465
54 C -5.675 -0.017 -2.651  O53 1.465, C55 1.528, H61 1.103, H62 1.095
55 C -4.951 -0.424 -1.369  C54 1.528, C56 1.573, N57 1.458, H63 1.068
56 C -5.992 -0.592 -0.202  C55 1.573, H64 1.079, H65 1.120, H66 1.071
57 N -3.899 0.497 -0.954  C55 1.458, H67 0.998, H68 1.008
58 H -7.741 -0.158 -4.486  C52 1.087
59 H -7.385 -1.891 -4.782  C52 1.125
60 H -6.127 -0.472 -5.121  C52 1.122
61 H -4.934 0.279 -3.413  C54 1.103
62 H -6.327 0.832 -2.423  C54 1.095
63 H -4.576 -1.415 -1.505  C55 1.068
64 H -6.512 0.346 -0.076  C56 1.079
65 H -5.404 -0.832 0.720  C56 1.120
66 H -6.694 -1.398 -0.276  C56 1.071
67 H -4.297 1.406 -0.849  N57 0.998
68 H -3.175 0.559 -1.652  N57 1.008
69 C 1.449 -1.779 -2.570  O70 1.403, H75 1.103, H76 1.118, H77 1.101
70 O 1.491 -1.235 -1.278  C69 1.403, C71 1.363
71 C 0.349 -0.597 -0.894  O70 1.363, C72 1.500, H78 1.111, H79 1.106
72 C 0.505 0.082 0.434  C71 1.500, C73 1.532, N74 1.465, H80 1.066
73 C 0.930 -0.897 1.534  C72 1.532, H81 1.125, H82 1.084, H83 1.069
74 N -0.781 0.706 0.754  C72 1.465, H84 1.034, H85 1.050
75 H 0.558 -2.411 -2.718  C69 1.103
76 H 2.403 -2.360 -2.634  C69 1.118
77 H 1.494 -0.976 -3.322  C69 1.101
78 H 0.057 0.110 -1.699  C71 1.111
79 H -0.485 -1.322 -0.830  C71 1.106
80 H 1.203 0.887 0.396  C72 1.066
81 H 1.977 -1.229 1.291  C73 1.125
82 H 0.272 -1.740 1.712  C73 1.084
83 H 1.039 -0.310 2.421  C73 1.069
84 H -0.908 0.900 1.762  N74 1.034
85 H -1.595 0.083 0.525  N74 1.050
86 C -0.415 3.704 -6.282  O87 1.451, H92 1.079, H93 1.106, H94 1.062
87 O -0.701 3.503 -4.874  C86 1.451, C88 1.461
88 C -1.931 4.170 -4.455  O87 1.461, C89 1.563, H95 1.134, H96 1.076
89 C -2.281 4.066 -2.935  C88 1.563, C90 1.489, N91 1.544, H97 1.129
90 C -3.749 4.287 -2.822  C89 1.489, H98 1.082, H99 1.088, H100 1.074
91 N -1.441 5.156 -2.235  C89 1.544, H101 1.031, H102 0.993
92 H -1.178 3.237 -6.885  C86 1.079
93 H 0.547 3.190 -6.467  C86 1.106
94 H -0.356 4.741 -6.500  C86 1.062
95 H -1.782 5.259 -4.737  C88 1.134
96 H -2.771 3.751 -4.981  C88 1.076
97 H -2.024 3.015 -2.613  C89 1.129
98 H -4.213 4.200 -1.848  C90 1.082
99 H -4.246 3.586 -3.490  C90 1.088
100 H -4.031 5.266 -3.161  C90 1.074
101 H -1.561 4.937 -1.235  N91 1.031
102 H -0.491 5.022 -2.489  N91 0.993
103 C 3.833 -2.349 5.211  O104 1.442, H109 1.110, H110 1.088, H111 1.148
104 O 2.556 -2.078 4.596  C103 1.442, C105 1.400
105 C 1.584 -2.433 5.539  O104 1.400, C106 1.523, H112 1.156, H113 1.096
106 C 0.243 -2.505 4.821  C105 1.523, C107 1.521, N108 1.430, H114 1.118
107 C -0.884 -2.654 5.830  C106 1.521, H115 1.077, H116 1.101, H117 1.076
108 N 0.140 -3.466 3.767  C106 1.430, H118 1.052, H119 0.994
109 H 4.675 -1.939 4.616  C103 1.110
110 H 3.994 -3.422 5.300  C103 1.088
111 H 3.854 -1.982 6.298  C103 1.148
112 H 1.836 -3.478 5.964  C105 1.156
113 H 1.624 -1.674 6.329  C105 1.096
114 H 0.147 -1.496 4.348  C106 1.118
115 H -0.666 -3.418 6.558  C107 1.077
116 H -1.824 -2.850 5.291  C107 1.101
117 H -1.029 -1.726 6.355  C107 1.076
118 H 0.873 -3.316 3.027  N108 1.052
119 H 0.318 -4.386 4.099  N108 0.994
120 C 4.773 -2.046 1.035  O121 1.364, H126 1.132, H127 1.076, H128 1.060
121 O 5.785 -2.813 0.538  C120 1.364, C122 1.460
122 C 7.067 -2.705 1.230  O121 1.460, C123 1.496, H129 1.122, H130 1.117
123 C 8.131 -2.467 0.205  C122 1.496, C124 1.501, N125 1.461, H131 1.081
124 C 8.386 -3.638 -0.698  C123 1.501, H132 1.139, H133 1.107, H134 1.109
125 N 9.445 -2.035 0.675  C123 1.461, H135 1.019, H136 0.992
126 H 5.025 -0.948 1.149  C120 1.132
127 H 4.346 -2.298 1.991  C120 1.076
128 H 4.017 -2.102 0.294  C120 1.060
129 H 7.048 -1.836 1.938  C122 1.122
130 H 7.200 -3.628 1.845  C122 1.117
131 H 7.808 -1.635 -0.405  C123 1.081
132 H 7.505 -3.977 -1.336  C124 1.139
133 H 8.731 -4.466 -0.050  C124 1.107
134 H 9.166 -3.418 -1.455  C124 1.109
135 H 9.970 -2.823 1.052  N125 1.019
136 H 9.258 -1.337 1.354  N125 0.992
137 C 5.368 2.752 -0.109  O138 1.405, H143 1.111, H144 1.074, H145 1.115
138 O 4.156 3.202 -0.658  C137 1.405, C139 1.428
139 C 3.268 2.202 -1.160  O138 1.428, C140 1.514, H146 1.093, H147 1.115
140 C 2.030 2.923 -1.651  C139 1.514, C141 1.605, N142 1.429, H148 1.119
141 C 2.406 3.999 -2.779  C140 1.605, H149 1.087, H150 1.091, H151 1.086
142 N 1.284 3.533 -0.595  C140 1.429, H152 0.997, H153 0.989
143 H 5.947 2.071 -0.769  C137 1.111
144 H 5.172 2.158 0.763  C137 1.074
145 H 5.930 3.701 0.055  C137 1.115
146 H 3.663 1.637 -2.008  C139 1.093
147 H 3.247 1.425 -0.360  C139 1.115
148 H 1.354 2.230 -2.213  C140 1.119
149 H 3.033 3.346 -3.380  C141 1.087
150 H 3.042 4.793 -2.386  C141 1.091
151 H 1.512 4.354 -3.284  C141 1.086
152 H 0.583 2.947 -0.197  N142 0.997
153 H 1.702 4.172 0.034  N142 0.989
154 C -2.910 0.499 3.986  O155 1.419, H160 1.120, H161 1.085, H162 1.091
155 O -2.713 1.801 3.458  C154 1.419, C156 1.379
156 C -3.696 2.230 2.592  O155 1.379, C157 1.507, H163 1.114, H164 1.134
157 C -3.457 3.596 2.001  C156 1.507, C158 1.526, N159 1.540, H165 1.137
158 C -4.734 3.916 1.228  C157 1.526, H166 1.092, H167 1.093, H168 1.072
159 N -2.266 3.432 1.039  C157 1.540, H169 0.980, H170 1.011
160 H -2.815 -0.293 3.199  C154 1.120
161 H -3.850 0.360 4.509  C154 1.085
162 H -2.153 0.512 4.771  C154 1.091
163 H -3.937 1.501 1.786  C156 1.114
164 H -4.650 2.431 3.172  C156 1.134
165 H -3.262 4.313 2.861  C157 1.137
166 H -5.105 3.038 0.697  C158 1.092
167 H -4.559 4.700 0.487  C158 1.093
168 H -5.560 4.173 1.862  C158 1.072
169 H -2.352 2.557 0.604  N159 0.980
170 H -1.346 3.427 1.458  N159 1.011

*ii*
This record from OMol25 describes a 10-piece molecular cluster, C40H110N10O10 overall. The level of theory is ωB97M-V/def2-TZVPD.

Summary:
* highest occupied orbital energy: -8.90 eV
* frontier orbital gap: 9.26 eV
* structure (SMILES): COC[C@H](C)N.COC[C@H](C)N.COC[C@H](C)N.COC[C@H](C)N.COC[C@H](C)N.COC[C@H](C)N.COC[C@H](C)N.COC[C@H](C)N.COC[C@H](C)N.COC[C@H](C)N

Bonds (Å) are listed after each position.
Atoms and positions in Å:
1 C 3.574 -1.287 -11.473  O2 1.417, H7 1.096, H8 1.094, H9 1.094
2 O 4.657 -1.627 -10.625  C1 1.417, C3 1.428
3 C 4.180 -1.938 -9.315  O2 1.428, C4 1.523, H10 1.097, H11 1.092
4 C 5.427 -2.327 -8.531  C3 1.523, C5 1.521, N6 1.472, H12 1.096
5 C 6.077 -3.584 -9.089  C4 1.521, H13 1.091, H14 1.089, H15 1.093
6 N 5.111 -2.582 -7.117  C4 1.472, H16 1.017, H17 1.013
7 H 4.008 -1.003 -12.439  C1 1.096
8 H 3.047 -0.405 -11.098  C1 1.094
9 H 2.960 -2.168 -11.681  C1 1.094
10 H 3.687 -1.088 -8.828  C3 1.097
11 H 3.475 -2.767 -9.410  C3 1.092
12 H 6.088 -1.453 -8.561  C4 1.096
13 H 6.906 -3.916 -8.463  C5 1.091
14 H 6.420 -3.526 -10.121  C5 1.089
15 H 5.345 -4.395 -9.121  C5 1.093
16 H 4.845 -1.698 -6.690  N6 1.017
17 H 5.909 -2.872 -6.564  N6 1.013
18 C 9.681 -10.244 -15.465  O19 1.415, H24 1.100, H25 1.088, H26 1.092
19 O 8.987 -9.231 -16.169  C18 1.415, C20 1.412
20 C 7.686 -9.655 -16.519  O19 1.412, C21 1.517, H27 1.096, H28 1.105
21 C 7.157 -8.691 -17.564  C20 1.517, C22 1.523, N23 1.471, H29 1.092
22 C 7.172 -7.246 -17.082  C21 1.523, H30 1.094, H31 1.090, H32 1.094
23 N 5.799 -9.101 -17.951  C21 1.471, H33 1.012, H34 1.012
24 H 9.126 -10.510 -14.554  C18 1.100
25 H 10.634 -9.860 -15.107  C18 1.088
26 H 9.804 -11.132 -16.089  C18 1.092
27 H 7.654 -10.695 -16.863  C20 1.096
28 H 7.021 -9.647 -15.637  C20 1.105
29 H 7.783 -8.832 -18.447  C21 1.092
30 H 8.166 -6.817 -16.931  C22 1.094
31 H 6.606 -7.152 -16.155  C22 1.090
32 H 6.775 -6.600 -17.870  C22 1.094
33 H 5.495 -8.514 -18.717  N23 1.012
34 H 5.124 -8.996 -17.204  N23 1.012
35 C 0.649 -3.365 -7.570  O36 1.410, H41 1.098, H42 1.093, H43 1.091
36 O 1.680 -3.963 -8.323  C35 1.410, C37 1.409
37 C 1.226 -5.084 -9.047  O36 1.409, C38 1.532, H44 1.100, H45 1.100
38 C 2.451 -5.624 -9.791  C37 1.532, C39 1.513, N40 1.469, H46 1.095
39 C 2.139 -6.832 -10.647  C38 1.513, H47 1.093, H48 1.093, H49 1.089
40 N 3.501 -6.007 -8.837  C38 1.469, H50 1.015, H51 1.016
41 H 0.357 -3.974 -6.705  C35 1.098
42 H -0.236 -3.157 -8.178  C35 1.093
43 H 1.050 -2.448 -7.137  C35 1.091
44 H 0.859 -5.885 -8.389  C37 1.100
45 H 0.415 -4.800 -9.733  C37 1.100
46 H 2.858 -4.814 -10.404  C38 1.095
47 H 1.590 -6.540 -11.546  C39 1.093
48 H 1.485 -7.581 -10.194  C39 1.093
49 H 3.070 -7.281 -10.988  C39 1.089
50 H 3.666 -5.269 -8.160  N40 1.015
51 H 3.170 -6.819 -8.325  N40 1.016
52 C 1.247 -4.526 -13.216  O53 1.393, H58 1.096, H59 1.109, H60 1.086
53 O 2.506 -3.930 -13.247  C52 1.393, C54 1.404
54 C 3.399 -4.217 -14.292  O53 1.404, C55 1.516, H61 1.097, H62 1.102
55 C 4.810 -3.849 -13.880  C54 1.516, C56 1.536, N57 1.480, H63 1.102
56 C 5.853 -4.294 -14.915  C55 1.536, H64 1.086, H65 1.092, H66 1.090
57 N 5.118 -4.426 -12.552  C55 1.480, H67 1.014, H68 1.017
58 H 1.117 -5.570 -13.524  C52 1.096
59 H 0.648 -4.047 -14.017  C52 1.109
60 H 0.759 -4.305 -12.272  C52 1.086
61 H 3.259 -5.260 -14.601  C54 1.097
62 H 3.184 -3.556 -15.146  C54 1.102
63 H 4.816 -2.749 -13.807  C55 1.102
64 H 6.852 -4.064 -14.557  C56 1.086
65 H 5.540 -3.795 -15.835  C56 1.092
66 H 5.735 -5.374 -15.011  C56 1.090
67 H 5.775 -3.800 -12.100  N57 1.014
68 H 4.246 -4.359 -12.032  N57 1.017
69 C 1.656 -0.775 -14.663  O70 1.433, H75 1.093, H76 1.086, H77 1.097
70 O 0.513 -0.559 -15.500  C69 1.433, C71 1.415
71 C 0.606 0.589 -16.322  O70 1.415, C72 1.517, H78 1.095, H79 1.100
72 C -0.770 0.879 -16.894  C71 1.517, C73 1.548, N74 1.456, H80 1.097
73 C -1.729 1.415 -15.802  C72 1.548, H81 1.092, H82 1.089, H83 1.092
74 N -1.291 -0.312 -17.548  C72 1.456, H84 1.019, H85 1.015
75 H 1.549 -1.852 -14.510  C69 1.093
76 H 1.638 -0.141 -13.782  C69 1.086
77 H 2.554 -0.756 -15.293  C69 1.097
78 H 1.014 1.455 -15.790  C71 1.095
79 H 1.281 0.391 -17.167  C71 1.100
80 H -0.634 1.707 -17.600  C72 1.097
81 H -2.689 1.652 -16.265  C73 1.092
82 H -1.294 2.288 -15.318  C73 1.089
83 H -1.932 0.601 -15.103  C73 1.092
84 H -1.169 -1.061 -16.868  N74 1.019
85 H -2.302 -0.290 -17.630  N74 1.015
86 C -1.417 -2.292 -11.443  O87 1.402, H92 1.089, H93 1.093, H94 1.106
87 O -2.767 -2.444 -11.096  C86 1.402, C88 1.415
88 C -3.350 -3.618 -11.630  O87 1.415, C89 1.514, H95 1.098, H96 1.101
89 C -4.684 -3.943 -10.992  C88 1.514, C90 1.527, N91 1.490, H97 1.091
90 C -5.239 -5.228 -11.604  C89 1.527, H98 1.095, H99 1.092, H100 1.089
91 N -5.658 -2.843 -11.242  C89 1.490, H101 1.026, H102 1.016
92 H -1.155 -1.249 -11.613  C86 1.089
93 H -1.136 -2.995 -12.232  C86 1.093
94 H -0.755 -2.590 -10.608  C86 1.106
95 H -3.556 -3.446 -12.695  C88 1.098
96 H -2.660 -4.464 -11.490  C88 1.101
97 H -4.642 -4.066 -9.909  C89 1.091
98 H -4.804 -6.084 -11.079  C90 1.095
99 H -5.011 -5.398 -12.658  C90 1.092
100 H -6.313 -5.261 -11.429  C90 1.089
101 H -5.720 -2.786 -12.265  N91 1.026
102 H -5.227 -1.977 -10.931  N91 1.016
103 C -4.518 -7.361 -17.308  O104 1.418, H109 1.091, H110 1.098, H111 1.087
104 O -3.460 -7.245 -16.371  C103 1.418, C105 1.405
105 C -3.283 -8.280 -15.437  O104 1.405, C106 1.526, H112 1.105, H113 1.099
106 C -2.628 -7.607 -14.234  C105 1.526, C107 1.523, N108 1.478, H114 1.091
107 C -1.132 -7.360 -14.376  C106 1.523, H115 1.094, H116 1.093, H117 1.089
108 N -2.906 -8.326 -12.973  C106 1.478, H118 1.020, H119 1.018
109 H -4.322 -6.592 -18.056  C103 1.091
110 H -5.402 -6.972 -16.786  C103 1.098
111 H -4.657 -8.350 -17.738  C103 1.087
112 H -4.279 -8.645 -15.127  C105 1.105
113 H -2.786 -9.200 -15.774  C105 1.099
114 H -3.135 -6.645 -14.138  C106 1.091
115 H -0.532 -8.223 -14.071  C107 1.094
116 H -0.854 -6.580 -13.661  C107 1.093
117 H -0.818 -7.076 -15.379  C107 1.089
118 H -3.520 -9.117 -13.166  N108 1.020
119 H -2.102 -8.839 -12.618  N108 1.018
120 C 7.266 -6.526 -11.250  O121 1.418, H126 1.094, H127 1.088, H128 1.097
121 O 8.349 -7.307 -11.728  C120 1.418, C122 1.409
122 C 8.611 -7.001 -13.079  O121 1.409, C123 1.519, H129 1.097, H130 1.104
123 C 9.373 -5.699 -13.257  C122 1.519, C124 1.529, N125 1.489, H131 1.093
124 C 9.787 -5.482 -14.713  C123 1.529, H132 1.089, H133 1.097, H134 1.091
125 N 10.632 -5.694 -12.462  C123 1.489, H135 1.021, H136 1.017
126 H 6.856 -6.964 -10.335  C120 1.094
127 H 6.421 -6.461 -11.933  C120 1.088
128 H 7.618 -5.531 -10.951  C120 1.097
129 H 9.136 -7.844 -13.546  C122 1.097
130 H 7.709 -6.989 -13.716  C122 1.104
131 H 8.786 -4.828 -12.954  C123 1.093
132 H 10.366 -4.565 -14.816  C124 1.089
133 H 8.929 -5.312 -15.374  C124 1.097
134 H 10.337 -6.350 -15.079  C124 1.091
135 H 10.317 -5.909 -11.515  N125 1.021
136 H 11.186 -6.508 -12.718  N125 1.017
137 C -2.426 -3.866 -15.724  O138 1.409, H143 1.101, H144 1.092, H145 1.092
138 O -3.050 -2.742 -16.300  C137 1.409, C139 1.411
139 C -4.193 -2.287 -15.610  O138 1.411, C140 1.518, H146 1.107, H147 1.096
140 C -5.269 -3.304 -15.274  C139 1.518, C141 1.529, N142 1.488, H148 1.094
141 C -5.967 -3.887 -16.503  C140 1.529, H149 1.092, H150 1.091, H151 1.091
142 N -6.189 -2.639 -14.311  C140 1.488, H152 1.020, H153 1.017
143 H -2.439 -3.895 -14.624  C137 1.101
144 H -1.356 -3.813 -15.936  C137 1.092
145 H -2.873 -4.797 -16.078  C137 1.092
146 H -3.836 -1.834 -14.665  C139 1.107
147 H -4.595 -1.397 -16.108  C139 1.096
148 H -4.809 -4.104 -14.687  C140 1.094
149 H -5.220 -4.127 -17.263  C141 1.092
150 H -6.674 -3.175 -16.930  C141 1.091
151 H -6.478 -4.809 -16.224  C141 1.091
152 H -6.321 -1.692 -14.668  N142 1.020
153 H -7.109 -3.062 -14.405  N142 1.017
154 C 7.371 -0.789 -14.876  O155 1.408, H160 1.098, H161 1.090, H162 1.095
155 O 7.626 -0.663 -13.497  C154 1.408, C156 1.413
156 C 8.167 -1.840 -12.934  O155 1.413, C157 1.538, H163 1.096, H164 1.100
157 C 8.919 -1.428 -11.656  C156 1.538, C158 1.525, N159 1.495, H165 1.091
158 C 9.841 -2.535 -11.155  C157 1.525, H166 1.084, H167 1.099, H168 1.098
159 N 7.944 -1.105 -10.571  C157 1.495, H169 1.018, H170 1.023
160 H 8.307 -0.860 -15.446  C154 1.098
161 H 6.871 0.126 -15.195  C154 1.090
162 H 6.755 -1.657 -15.135  C154 1.095
163 H 7.391 -2.575 -12.690  C156 1.096
164 H 8.892 -2.295 -13.625  C156 1.100
165 H 9.561 -0.577 -11.891  C157 1.091
166 H 10.573 -2.295 -10.393  C158 1.084
167 H 10.384 -2.921 -12.028  C158 1.099
168 H 9.227 -3.390 -10.845  C158 1.098
169 H 7.369 -1.944 -10.560  N159 1.018
170 H 7.283 -0.457 -11.008  N159 1.023

Relative energy table, unit kJ/mol: *i* 118.3; *ii* 0.0